--- i ---
The following is a quantum chemistry calculation of a 2-piece molecular cluster, C15H23BrN2O3 overall, from the OMol25 dataset.

Computed properties:
molecular weight = 359.26 u
E_HOMO = -8.538 eV
structure (SMILES) = CNC(=O)[C@H](CC(C)C)NC(C)=O.Oc1cccc(Br)c1

Last column: natural (NBO) charge in e.
Cartesian coordinates (Å):
C -1.84449 0.82238 3.83950  -0.41
N -1.14114 1.46698 2.73206  -0.60
C -0.19975 0.87237 1.98748  0.67
O 0.15767 -0.28086 2.20608  -0.65
C 0.44335 1.67488 0.82922  -0.13
C 1.89698 2.09898 1.13808  -0.39
C 2.89913 0.97259 1.46703  -0.22
C 3.06074 -0.02003 0.31421  -0.61
C 4.26928 1.58955 1.75466  -0.60
N -0.28597 2.89915 0.45072  -0.62
C -1.51496 2.92023 -0.06727  0.66
C -2.05578 4.26974 -0.47762  -0.71
O -2.20734 1.92266 -0.19549  -0.62
H -2.48929 0.03266 3.44815  0.21
H -2.45227 1.55037 4.37811  0.20
H -1.12309 0.37354 4.52595  0.21
H -1.43791 2.38480 2.44574  0.40
H 0.44726 1.00906 -0.03520  0.24
H 1.87362 2.78401 1.98696  0.20
H 2.28071 2.64901 0.27759  0.20
H 2.58516 0.44192 2.36372  0.22
H 3.83377 -0.74702 0.56325  0.21
H 2.12616 -0.56102 0.16451  0.23
H 3.33379 0.50144 -0.60286  0.19
H 4.97125 0.80361 2.03316  0.21
H 4.18988 2.29249 2.58343  0.20
H 4.64407 2.10831 0.87239  0.20
H 0.21051 3.77266 0.51094  0.40
H -3.09812 4.15140 -0.77297  0.25
H -1.48006 4.64653 -1.32105  0.23
H -1.99183 4.96229 0.35904  0.22
O 0.20255 -5.22864 -4.58673  -0.66
C -0.72808 -4.66128 -3.76490  0.32
C -2.07358 -5.02681 -3.86266  -0.30
C -3.02237 -4.44510 -3.01312  -0.18
C -2.61990 -3.49567 -2.06741  -0.28
C -1.27548 -3.12595 -1.96821  -0.06
Br -0.72740 -1.83262 -0.67525  0.09
C -0.33537 -3.71253 -2.82046  -0.31
H -0.22336 -5.87602 -5.16986  0.48
H -2.39177 -5.76266 -4.59319  0.21
H -4.06857 -4.72877 -3.08522  0.22
H -3.34716 -3.03734 -1.40408  0.23
H 0.70914 -3.43130 -2.74845  0.24

=====

--- ii ---
The following is a quantum chemistry calculation of an isolated molecule of C15H23BrN2O3, from the OMol25 dataset.

Computed properties:
molecular weight = 359.26 u
E_HOMO = -8.008 eV
structure (SMILES) = COC(=O)c1cc(Br)c(=O)n(CCN(C(C)C)C(C)C)c1

Last column: natural (NBO) charge in e.
Cartesian coordinates (Å):
C 6.23798 3.12556 -0.66032  -0.26
O 5.47744 1.96203 -0.37003  -0.51
C 4.18647 2.00617 -0.72092  0.79
O 3.66879 2.95965 -1.25202  -0.61
C 3.46897 0.76058 -0.38722  -0.27
C 4.09604 -0.34230 0.24001  -0.13
C 3.35415 -1.44552 0.51023  -0.20
Br 4.10320 -2.96126 1.35202  0.09
C 1.94639 -1.55722 0.20468  0.59
O 1.24300 -2.51418 0.45833  -0.61
N 1.41201 -0.42970 -0.44215  -0.37
C -0.00408 -0.46198 -0.72380  -0.24
C -0.80408 -0.02360 0.53929  -0.20
N -2.22145 -0.13182 0.44806  -0.48
C -2.86592 -1.34454 0.92082  -0.03
C -2.80749 -1.41204 2.45158  -0.61
C -2.31673 -2.64332 0.31905  -0.64
C -2.89986 0.70825 -0.51858  -0.02
C -4.11328 1.39223 0.12248  -0.61
C -3.31864 -0.01215 -1.80762  -0.63
C 2.13657 0.66604 -0.70178  0.14
H 6.23023 3.32538 -1.73370  0.20
H 7.24813 2.92094 -0.31576  0.20
H 5.82128 3.99027 -0.13995  0.20
H 5.14307 -0.29241 0.49262  0.25
H -0.21596 0.20376 -1.56076  0.20
H -0.27014 -1.48707 -0.98288  0.24
H -0.53083 1.01930 0.75233  0.19
H -0.46422 -0.63793 1.37348  0.22
H -3.91816 -1.25812 0.63719  0.19
H -3.46824 -2.19521 2.81369  0.21
H -3.12101 -0.46348 2.87947  0.21
H -1.80142 -1.63500 2.79663  0.20
H -1.28047 -2.80454 0.60450  0.23
H -2.90018 -3.48404 0.68703  0.21
H -2.39065 -2.63052 -0.76595  0.20
H -2.18690 1.49670 -0.78640  0.19
H -4.51827 2.14121 -0.55303  0.21
H -3.81694 1.87875 1.04781  0.22
H -4.89774 0.67476 0.34636  0.20
H -2.46836 -0.50236 -2.27504  0.20
H -4.07884 -0.76119 -1.60240  0.20
H -3.73119 0.70652 -2.51156  0.21
H 1.63734 1.49340 -1.18577  0.24

=====

Preferred: i; penalty for the next structure: 0.664 eV.